Entry 1:
{"formula": "C33H28CuF6NO8S2", "method": "ωB97M-V/def2-TZVPD", "total_charge": -2, "mol_weight_g_mol": 808.3, "species": ["Cu", "C", "C", "C", "O", "C", "C", "O", "C", "O", "C", "C", "C", "C", "C", "C", "C", "C", "C", "C", "C", "C", "C", "O", "C", "C", "C", "C", "C", "C", "C", "C", "C", "C", "C", "C", "H", "H", "H", "H", "H", "H", "H", "H", "H", "H", "H", "H", "H", "H", "H", "H", "H", "H", "H", "H", "H", "H", "H", "H", "H", "H", "H", "H", "F", "C", "F", "F", "S", "O", "O", "N", "S", "O", "O", "C", "F", "F", "F"], "positions_angstrom": [[-0.936, -1.143, -0.840], [2.421, 2.520, 3.223], [2.250, 1.101, 2.723], [3.229, 0.152, 3.484], [2.621, 1.175, 1.431], [1.476, 1.462, 0.548], [0.309, 1.392, 1.665], [1.001, 0.538, 2.769], [-1.070, 0.645, 1.292], [-1.028, -0.633, 1.032], [-1.952, 0.688, 2.677], [-2.601, 1.915, 3.219], [-3.040, 1.887, 4.551], [-2.955, 0.641, 5.331], [-2.443, -0.440, 4.757], [-1.887, -0.447, 3.433], [-1.537, 1.560, 0.174], [-1.244, 2.990, -0.131], [-1.744, 3.591, -1.361], [-2.577, 2.978, -2.199], [-2.918, 1.808, -2.041], [-2.522, 1.038, -0.675], [1.545, 0.766, -0.900], [0.434, 0.306, -1.421], [2.183, 1.836, -1.823], [1.788, 2.041, -3.129], [2.268, 3.172, -3.827], [3.218, 3.973, -3.280], [3.706, 3.637, -2.012], [3.301, 2.532, -1.330], [2.477, -0.434, -0.916], [2.391, -1.359, 0.068], [3.011, -2.752, 0.066], [3.726, -2.996, -1.078], [3.985, -2.094, -1.974], [3.342, -0.858, -2.036], [3.280, 2.771, 2.997], [2.154, 2.630, 4.229], [1.286, 3.223, 2.545], [3.844, 0.671, 3.983], [3.748, -0.600, 2.451], [2.432, -0.531, 4.238], [1.170, 2.501, 0.641], [-0.084, 2.402, 1.777], [-2.821, 3.072, 2.802], [-3.809, 2.556, 4.750], [-3.562, 0.507, 6.210], [-2.337, -1.266, 5.115], [-1.222, -1.178, 2.968], [-0.770, 3.641, 0.498], [-1.437, 4.731, -1.382], [-2.997, 3.670, -2.921], [-3.564, 0.838, -2.499], [-2.760, -0.295, -0.957], [0.924, 1.441, -3.499], [1.651, 3.539, -4.766], [3.656, 4.853, -3.849], [4.474, 4.250, -1.495], [3.726, 2.404, -0.329], [1.607, -1.070, 0.894], [2.885, -3.285, 0.778], [4.652, -3.818, -0.823], [4.915, -2.230, -2.608], [3.894, 0.282, -2.671], [-1.129, -7.446, -1.120], [-1.868, -6.357, -0.736], [-2.621, -6.675, 0.295], [-1.120, -5.361, -0.399], [-2.863, -6.039, -2.232], [-1.840, -5.783, -3.209], [-3.676, -7.253, -2.345], [-3.794, -4.871, -1.811], [-3.453, -3.362, -1.742], [-4.429, -2.794, -0.867], [-2.080, -3.017, -1.638], [-3.976, -2.608, -3.378], [-5.207, -2.906, -3.694], [-3.867, -1.277, -3.336], [-3.241, -3.145, -4.337]], "forces_ev_per_a": [[0.44, 0.01, -0.38], [-12.08, -1.08, -0.06], [1.18, -0.64, 1.94], [-6.62, -7.22, -5.44], [0.71, 0.17, -4.24], [-1.44, -0.05, 3.14], [-1.09, -5.82, -0.54], [-2.41, 3.12, -1.37], [0.57, 1.16, 2.62], [0.68, -1.30, -0.80], [0.27, 3.95, -1.13], [0.21, 0.95, 0.69], [0.39, -3.61, -1.08], [-1.62, 2.95, -1.03], [1.19, 6.56, -6.50], [0.01, 1.71, 0.67], [-3.07, 1.40, -1.70], [-2.95, -2.64, -3.77], [4.34, 2.91, 6.69], [-0.03, 8.05, -4.17], [-3.67, -15.17, 5.32], [0.64, -1.16, -5.05], [1.25, 0.56, -0.24], [-2.07, -0.20, -0.62], [1.03, -0.75, 0.66], [-1.39, 0.53, 0.10], [-2.58, -0.17, -2.03], [1.45, 1.55, -0.21], [1.84, 1.07, -0.06], [-1.08, 0.59, 0.42], [2.34, -1.65, -2.23], [-1.82, -3.48, 3.06], [-0.97, 11.39, -9.48], [3.15, -5.97, 5.85], [2.31, 4.51, -5.11], [1.19, 4.71, 0.78], [8.13, 3.24, -2.35], [-0.20, 0.27, 1.61], [4.14, -1.58, 2.14], [5.16, 3.37, 3.82], [-1.50, 2.24, 3.77], [2.80, 1.80, -2.21], [2.23, 1.11, -2.35], [0.63, -0.13, 1.68], [0.98, -3.68, 0.04], [-0.76, 1.69, 1.18], [0.19, 0.37, 0.61], [0.63, -9.35, 5.17], [-0.70, -0.46, 0.43], [1.52, 1.32, 1.59], [-0.92, -2.39, -0.56], [0.01, -0.41, -0.83], [1.40, 4.02, 0.05], [0.64, 4.05, 1.81], [0.80, 0.52, 0.32], [1.70, -1.04, 1.64], [-0.83, -1.04, 0.90], [-0.38, -0.19, -0.72], [-0.42, -0.42, -0.34], [1.78, -0.93, -1.23], [-1.39, -6.84, 8.77], [-2.80, 1.53, -1.44], [-1.46, 0.10, 0.41], [-1.87, -4.24, 1.45], [0.18, 0.52, 0.99], [-0.66, -1.33, -1.55], [-0.37, -0.54, 0.78], [1.28, 0.81, 0.30], [-0.18, -2.17, -0.28], [-0.47, 0.24, -0.19], [0.87, 1.46, -0.11], [-0.35, -0.14, -0.46], [-2.22, 0.95, -0.12], [0.13, 0.64, 0.44], [1.59, 0.51, 0.15], [0.74, -1.01, 0.86], [-1.70, -0.09, 0.11], [0.34, -0.10, -0.21], [1.01, 0.40, -0.74]]}

***

Entry 2:
{"formula": "C33H28F3N6O3PdS2Sb", "method": "ωB97M-V/def2-TZVPD", "total_charge": -2, "mol_weight_g_mol": 905.9, "species": ["Pd", "N", "C", "C", "C", "C", "C", "C", "S", "N", "C", "C", "C", "C", "C", "C", "N", "H", "H", "H", "H", "H", "H", "H", "H", "H", "C", "Sb", "C", "C", "H", "H", "H", "H", "H", "H", "H", "H", "H", "O", "S", "O", "O", "C", "N", "C", "C", "C", "N", "C", "C", "C", "N", "C", "C", "H", "H", "H", "H", "H", "H", "F", "C", "F", "F", "C", "C", "C", "C", "C", "C", "C", "C", "H", "H", "H", "H"], "positions_angstrom": [[0.196, -0.475, -0.036], [-1.361, -1.288, 3.780], [-0.629, -0.727, 4.798], [-0.766, -1.182, 6.112], [-0.075, -0.581, 7.148], [0.763, 0.499, 6.901], [0.912, 0.962, 5.603], [0.233, 0.360, 4.556], [0.337, 0.995, 2.922], [0.037, -0.445, 2.035], [-1.014, -1.217, 2.418], [-1.696, -1.945, 1.461], [-2.542, -3.073, 1.725], [-3.215, -3.690, 0.725], [-3.048, -3.225, -0.613], [-2.155, -2.212, -0.844], [-1.493, -1.551, 0.112], [-1.974, -2.043, 4.038], [-1.429, -2.017, 6.311], [-0.182, -0.969, 8.152], [1.295, 0.974, 7.715], [1.551, 1.808, 5.385], [-2.603, -3.454, 2.738], [-3.849, -4.543, 0.931], [-3.596, -3.671, -1.430], [-1.965, -1.885, -1.862], [-2.362, 4.127, 0.013], [-1.355, 2.173, 0.055], [-2.912, 1.378, 1.332], [-2.351, 1.529, -1.762], [-3.423, 4.016, -0.199], [-1.917, 4.764, -0.747], [-2.246, 4.616, 0.978], [-3.879, 1.767, 1.017], [-2.718, 1.660, 2.364], [-2.907, 0.294, 1.254], [-3.420, 1.723, -1.700], [-2.163, 0.466, -1.877], [-1.933, 2.052, -2.620], [10.108, -1.720, 2.335], [9.053, -2.285, 1.505], [7.983, -2.923, 2.255], [9.528, -3.052, 0.356], [8.277, -0.847, 0.680], [9.104, 0.026, 0.109], [8.534, 1.022, -0.553], [7.164, 1.174, -0.658], [6.376, 0.212, -0.018], [6.963, -0.795, 0.644], [4.914, 0.236, -0.007], [4.212, -0.687, 0.786], [2.838, -0.669, 0.801], [2.102, 0.204, 0.079], [2.765, 1.095, -0.666], [4.139, 1.147, -0.735], [9.213, 1.732, -1.017], [6.733, 2.005, -1.198], [4.780, -1.399, 1.365], [2.280, -1.363, 1.424], [2.149, 1.794, -1.222], [4.606, 1.894, -1.359], [-1.161, -1.590, -9.341], [0.024, -1.090, -8.905], [0.200, 0.068, -9.574], [0.961, -1.943, -9.388], [0.078, -0.942, -7.425], [0.314, 0.291, -6.826], [0.369, 0.389, -5.451], [0.194, -0.740, -4.638], [-0.060, -1.973, -5.261], [-0.114, -2.074, -6.633], [0.261, -0.654, -3.229], [0.324, -0.635, -2.013], [0.455, 1.169, -7.441], [0.549, 1.347, -4.982], [-0.210, -2.846, -4.641], [-0.301, -3.028, -7.107]], "forces_ev_per_a": [[-0.48, -0.50, 0.04], [0.08, -0.04, 0.20], [0.11, -0.01, -0.04], [0.00, -0.04, 0.11], [-0.03, 0.01, -0.02], [0.05, 0.12, 0.14], [-0.05, -0.17, 0.02], [-0.01, -0.01, -0.32], [-0.25, 0.20, 0.12], [0.99, 0.01, -0.42], [-1.44, -0.88, -0.77], [0.65, 0.86, 1.02], [-0.45, -0.42, -0.07], [0.18, 0.18, 0.50], [0.00, 0.13, -0.39], [-0.31, -0.21, -0.33], [0.32, 0.16, -0.01], [0.02, 0.10, -0.02], [0.01, -0.05, 0.00], [-0.03, 0.01, 0.06], [0.03, 0.00, 0.01], [0.09, 0.00, 0.01], [-0.04, -0.05, 0.00], [-0.01, -0.05, 0.04], [0.06, 0.03, -0.08], [0.07, 0.01, 0.09], [0.21, -0.09, -0.03], [-0.88, 0.32, -0.13], [0.27, 0.05, -0.10], [0.17, 0.09, 0.22], [-0.12, -0.10, -0.03], [0.06, 0.09, -0.10], [0.03, 0.04, 0.12], [-0.01, 0.07, -0.10], [0.03, 0.00, 0.06], [0.01, -0.09, 0.04], [-0.06, 0.03, 0.06], [-0.05, -0.03, -0.06], [0.04, 0.03, -0.08], [-0.27, 0.05, -0.30], [0.21, -0.48, 0.28], [0.16, 0.26, -0.25], [-0.11, 0.25, 0.20], [0.32, -0.25, 0.09], [0.15, 0.20, -0.13], [0.18, -0.09, 0.09], [-0.49, -0.18, 0.14], [1.39, 0.06, -0.05], [-0.73, 0.21, -0.11], [-1.42, -0.13, 0.17], [0.61, 0.42, -0.34], [-0.23, 0.13, 0.13], [1.17, -0.18, 0.13], [-0.56, 0.07, -0.01], [0.58, -0.20, 0.25], [-0.07, 0.02, -0.02], [0.03, 0.00, -0.01], [-0.06, -0.09, 0.07], [0.01, 0.17, -0.15], [0.02, -0.13, 0.00], [-0.06, 0.05, -0.05], [0.01, 0.01, 0.14], [-0.07, -0.09, -0.44], [0.02, 0.08, 0.15], [0.02, 0.00, 0.15], [0.01, 0.05, 0.10], [-0.03, -0.16, -0.25], [0.00, -0.07, 0.16], [-0.05, -0.02, -0.38], [0.02, 0.05, 0.05], [0.03, 0.13, -0.20], [0.19, 0.01, 0.51], [-0.22, 0.07, 0.04], [0.00, 0.01, -0.01], [0.01, 0.01, 0.03], [0.02, -0.01, 0.03], [-0.01, -0.05, 0.02]]}

***

Entry 3:
{"formula": "C33H28F5LuN5O3P2S4", "method": "ωB97M-V/def2-TZVPD", "total_charge": -1, "mol_weight_g_mol": 1002.8, "species": ["Lu", "C", "P", "C", "C", "C", "C", "C", "C", "C", "P", "C", "C", "H", "H", "H", "H", "H", "H", "H", "H", "H", "H", "H", "H", "H", "H", "H", "H", "S", "C", "S", "C", "N", "N", "C", "C", "C", "C", "C", "C", "S", "H", "H", "H", "H", "H", "F", "C", "C", "C", "F", "C", "F", "C", "F", "C", "F", "C", "C", "C", "C", "C", "C", "C", "S", "O", "O", "O", "H", "H", "H", "H", "H", "H", "H", "N", "C", "N", "C", "N"], "positions_angstrom": [[0.142, 0.575, -0.500], [0.489, -3.429, -1.477], [1.550, -1.963, -1.170], [2.614, -2.705, 0.146], [2.755, -2.063, -2.565], [3.136, -3.269, -3.146], [4.104, -3.305, -4.137], [4.696, -2.128, -4.571], [4.308, -0.917, -4.019], [3.338, -0.872, -3.022], [2.717, 0.683, -2.268], [4.174, 1.804, -2.307], [1.818, 1.360, -3.731], [1.046, -4.366, -1.438], [-0.015, -3.322, -2.434], [-0.265, -3.437, -0.691], [2.991, -3.681, -0.163], [2.005, -2.814, 1.045], [3.452, -2.043, 0.358], [2.678, -4.198, -2.829], [4.401, -4.251, -4.572], [5.451, -2.150, -5.347], [4.764, -0.003, -4.380], [4.591, 1.907, -3.308], [4.939, 1.445, -1.618], [3.832, 2.780, -1.962], [2.491, 1.490, -4.581], [1.371, 2.317, -3.455], [1.019, 0.675, -4.007], [-5.361, -2.350, 0.616], [-4.275, -1.598, -0.374], [-2.854, -2.362, -1.041], [-2.320, -0.811, -1.726], [-3.163, 0.129, -1.478], [-4.241, -0.298, -0.757], [-5.271, 0.665, -0.556], [-6.587, 0.366, -0.883], [-7.557, 1.346, -0.757], [-7.214, 2.617, -0.317], [-5.895, 2.909, -0.007], [-4.916, 1.934, -0.126], [-0.954, -0.628, -2.755], [-6.844, -0.621, -1.237], [-8.581, 1.111, -1.020], [-7.976, 3.381, -0.227], [-5.619, 3.902, 0.323], [-3.880, 2.149, 0.099], [2.265, 0.071, 1.043], [2.524, 1.433, 1.092], [1.853, 2.209, 0.172], [2.157, 3.552, 0.281], [1.583, 4.429, -0.574], [3.052, 4.075, 1.203], [3.323, 5.385, 1.253], [3.692, 3.224, 2.088], [4.573, 3.704, 2.974], [3.424, 1.867, 2.039], [4.031, 1.025, 2.894], [-0.147, -2.923, 7.034], [-0.388, -2.241, 5.714], [-1.652, -2.256, 5.130], [-1.879, -1.640, 3.910], [-0.827, -1.005, 3.277], [0.445, -0.983, 3.832], [0.657, -1.598, 5.053], [-1.064, -0.235, 1.708], [-0.275, 1.006, 1.700], [-2.462, -0.039, 1.455], [-0.434, -1.138, 0.703], [-1.066, -2.986, 7.617], [0.600, -2.386, 7.618], [0.216, -3.940, 6.875], [-2.468, -2.755, 5.639], [-2.859, -1.642, 3.446], [1.245, -0.477, 3.305], [1.644, -1.580, 5.499], [-1.988, 6.387, -3.075], [-2.036, 5.438, -2.408], [-2.187, 4.403, -1.636], [-1.562, 3.345, -1.394], [-1.078, 2.316, -1.099]], "forces_ev_per_a": [[1.94, 1.14, -2.39], [0.01, 0.14, 0.03], [0.33, -0.88, 0.06], [-0.05, 0.15, -0.07], [-0.07, 0.21, -0.05], [0.03, -0.09, -0.04], [0.00, -0.02, 0.00], [0.02, 0.06, -0.03], [0.01, -0.02, -0.05], [-0.03, -0.07, 0.24], [-0.18, 0.19, -0.93], [-0.16, -0.17, 0.34], [0.08, 0.01, 0.13], [0.01, 0.01, 0.01], [-0.02, -0.03, -0.02], [-0.03, -0.04, 0.04], [0.01, -0.01, 0.01], [0.05, 0.01, 0.03], [-0.01, -0.01, 0.07], [0.01, 0.03, 0.04], [-0.03, 0.00, 0.00], [0.00, -0.01, 0.01], [-0.01, 0.01, 0.02], [0.00, -0.02, -0.02], [0.03, 0.04, -0.01], [0.04, 0.01, -0.01], [0.00, 0.04, -0.01], [-0.01, 0.01, -0.06], [-0.04, 0.04, -0.04], [-0.25, -0.20, 0.10], [0.43, 0.21, -0.05], [-0.13, 0.45, -0.09], [-0.85, -0.54, 0.01], [-0.07, 0.34, -0.15], [0.04, -0.54, -0.12], [-0.11, 0.20, 0.00], [0.08, -0.04, 0.02], [0.04, -0.02, 0.01], [-0.09, 0.01, 0.00], [0.02, 0.02, 0.02], [0.08, -0.04, 0.06], [0.38, 0.17, 0.01], [0.03, -0.04, 0.02], [-0.01, 0.04, 0.02], [0.02, 0.01, 0.00], [0.01, 0.00, -0.01], [-0.01, -0.02, -0.02], [0.09, 0.05, 0.20], [-0.01, 0.30, -0.37], [0.23, 0.06, 0.89], [-0.24, -0.34, -0.36], [0.03, 0.15, 0.08], [0.03, -0.07, -0.02], [0.02, 0.10, -0.01], [-0.06, -0.01, -0.06], [0.05, 0.05, 0.07], [-0.01, -0.09, -0.02], [0.03, -0.02, 0.05], [-0.01, 0.00, -0.07], [-0.04, -0.02, 0.05], [0.09, 0.00, 0.02], [-0.18, 0.01, -0.10], [0.09, 0.10, -0.17], [0.04, 0.05, 0.00], [-0.06, -0.02, -0.06], [-1.34, -0.73, 1.79], [-0.10, 0.05, -0.04], [-0.03, -0.12, 0.36], [-0.27, -0.38, 0.47], [0.01, 0.00, 0.01], [0.00, -0.03, 0.02], [0.02, 0.00, 0.03], [-0.01, 0.02, 0.00], [0.02, 0.00, 0.02], [0.04, -0.02, 0.07], [0.00, 0.02, 0.00], [0.00, -0.07, 0.10], [0.30, 0.05, -0.34], [-0.62, 0.04, 0.47], [0.30, -0.15, -0.24], [0.01, 0.24, 0.06]]}

***

So what do the calculations give for orbital gap? Going down the list: 6.235, 4.201, 7.385 eV.